The following is a quantum chemistry calculation of 2 unconnected molecules or ions with the total composition C8H11N3 at a distorted geometry, from the OMol25 dataset.

Output
Frontier orbital gap   7.75 eV
LUMO energy   -9.1 eV
Energy relative to the best compared isomer or geometry (same formula, charge and spin)   271.1 kJ/mol
Max |F|   5.0 eV/A
Charge   +2
2S+1   1
Electronic energy   -12922.763 eV

Each line ends with the Löwdin charge.
Geometry (Å):
N1 -2.46304 0.04236 -0.63799  0.07
C1 -1.46674 -0.61629 0.08604  -0.08
N2 -1.78245 -1.69295 0.71954  0.17
H1 -3.69575 -0.34628 0.86853  0.18
H2 1.96832 -1.80051 -1.28753  0.11
H3 4.54210 -1.46897 -1.14257  0.20
C2 1.62947 -0.20926 -0.10546  0.17
H4 1.11207 1.44371 1.14444  0.08
H5 -1.17735 -2.04110 1.42169  0.12
C3 4.14431 0.39939 0.04931  -0.05
H6 -2.32708 0.68014 -1.40669  0.16
C4 3.16597 1.19030 0.63122  -0.01
C5 3.76362 -0.73307 -0.61040  -0.03
C6 -3.62816 0.33257 -0.04493  -0.08
N3 -4.53503 1.24029 -0.43552  0.24
C7 2.41293 -1.05608 -0.76526  -0.02
C8 1.76973 0.89732 0.65601  0.01
H7 -5.31414 1.38996 0.18434  0.15
H8 -4.25327 1.84961 -1.16836  0.14
H9 -2.60495 -2.20397 0.59019  0.11
H10 5.27012 0.55257 0.03020  0.17
H11 3.46931 2.15026 1.22319  0.18



The following is a quantum chemistry calculation of a gas-phase ion, C4H10NO2 (charge -1) at a distorted geometry, from the OMol25 dataset.

Output
Frontier orbital gap   6.37 eV
LUMO energy   3.9 eV
Energy relative to the best compared isomer or geometry (same formula, charge and spin)   281.3 kJ/mol
Max |F|   3.2 eV/A
SMILES string   N[C@@H](CO)CC[O-]
Charge   -1
2S+1   1
Electronic energy   -9894.530 eV

Each line ends with the Löwdin charge.
Geometry (Å):
O1 1.71530 -1.66958 -1.45681  -0.13
H1 0.45476 0.40074 1.84743  0.09
H2 -1.21224 0.53333 -1.30802  0.06
H3 -2.08945 -0.28289 0.94658  0.08
H4 1.01685 -1.33149 -2.03543  0.04
C1 1.59445 -0.93278 -0.22420  -0.23
H5 0.43502 1.59266 0.70693  0.10
H6 2.35503 -0.14135 -0.20295  0.11
N1 -0.26193 0.16191 -1.47310  0.03
C2 -1.64843 0.70709 1.16178  -0.48
H7 -1.80111 1.08591 2.20474  0.07
C3 -0.10614 0.66747 0.91462  -0.19
C4 0.16371 -0.38843 -0.18582  -0.42
H8 0.30984 0.95252 -1.74331  0.07
H9 1.77042 -1.68834 0.53824  0.11
O2 -2.23037 1.57913 0.24243  -0.43
H10 -0.46572 -1.24591 0.06690  0.13



The following is a quantum chemistry calculation of a molecular structure, C6H10N at a distorted geometry, from the OMol25 dataset.

Output
Frontier orbital gap   8.71 eV
LUMO energy   -6.2 eV
Energy relative to the best compared isomer or geometry (same formula, charge and spin)   318.2 kJ/mol
Max |F|   4.0 eV/A
Charge   +1
2S+1   1
Electronic energy   -7863.051 eV

Each line ends with the Löwdin charge.
Geometry (Å):
C1 -1.81632 -1.10802 0.08463  0.06
H1 1.56466 1.69536 0.11323  0.15
H2 -0.91879 1.91270 0.30412  0.14
H3 -2.56336 -0.40905 0.45750  0.13
C2 -0.72917 -0.09947 0.13024  -0.13
H4 -1.57734 -1.88291 0.70318  0.07
H5 0.59440 -1.12867 1.29187  0.12
C3 1.62297 -0.86126 -0.55361  -0.05
H6 2.37316 0.74937 1.48518  0.11
H7 -1.90561 1.09401 -0.93800  0.07
C4 1.70976 0.69985 0.67542  -0.06
C5 0.56613 -0.40642 0.59196  -0.13
C6 -0.99501 1.21709 -0.52278  0.04
H8 -0.30828 1.57408 -1.19082  0.09
N1 2.51455 -0.02548 -0.37376  0.11
H9 1.69060 -1.64793 -1.27562  0.13
H10 -1.82236 -1.37325 -0.98275  0.15



The following is a quantum chemistry calculation of a molecular structure, C23H25N4O4Tc, from the OMol25 dataset.

Output
Frontier orbital gap (spin up / spin down)   7.10 / 6.50 eV
LUMO energy (spin up / spin down)   -3.9 / -4.6 eV
Energy relative to the best compared isomer or geometry (same formula, charge and spin)   146.3 kJ/mol
Max |F|   0.5 eV/A
Charge   +1
2S+1   4
Electronic energy   -40600.756 eV

Each line ends with the Löwdin spin population.
Geometry (Å):
C1 1.11283 -6.28829 0.13083  0.00
H1 -0.02498 4.04307 -3.85220  0.00
H2 1.33153 -3.28805 -1.41229  0.00
H3 5.84889 2.03930 1.72234  0.00
C2 3.19800 -0.80331 -2.34264  0.00
C3 1.42841 -5.35241 -0.84309  0.00
C4 1.07774 -4.02266 -0.66060  0.00
H4 -1.22250 1.83973 -2.74023  0.00
C5 2.68856 1.64984 0.57899  0.01
O1 0.83303 -0.53929 -2.91335  0.01
H5 1.94764 -5.65722 -1.74235  0.00
C6 4.98465 2.16611 1.08328  0.00
C7 -1.40533 2.43005 1.91801  0.04
H6 4.02739 3.72476 -1.74148  0.00
C8 0.04336 -2.21167 0.69201  0.02
C9 3.81271 1.50473 1.38675  0.01
C10 0.41247 -3.62813 0.49498  0.00
C11 -1.86376 3.83404 2.14654  0.01
Tc1 -0.02118 0.53897 0.09173  2.42
O2 1.59317 0.94386 0.98458  0.11
H7 -1.79711 -0.16457 4.84550  0.00
O3 0.31898 -1.36183 -0.29682  0.12
H8 3.73639 0.85889 2.25161  0.00
H9 2.96777 -0.44144 -1.33861  0.00
C12 0.44982 -5.89610 1.28720  0.00
H10 2.33387 -0.75790 -4.32673  0.00
H11 0.74084 -1.46567 -2.66803  0.00
O4 -0.99363 2.17304 0.72067  0.09
C13 0.28263 3.40625 -3.04242  0.01
H12 -0.54042 -1.29088 4.26534  0.00
H13 0.20535 -6.62679 2.04680  0.00
H14 2.13482 4.32863 -2.53007  0.00
C14 -1.47184 1.49387 2.93310  0.02
C15 -0.30136 2.32981 -2.47737  0.01
H15 5.98543 3.48568 -0.29896  0.00
H16 -1.61908 4.45767 1.29175  0.00
C16 1.59664 2.63715 -1.42404  0.02
C17 2.17577 -0.30676 -3.34446  0.00
H17 -2.19247 -1.51152 3.74835  0.00
N1 1.46988 3.59361 -2.36148  0.01
N2 0.53069 1.85349 -1.47422  0.02
C18 -1.45072 -0.75347 4.00084  0.00
N3 -0.73272 -0.42875 1.69436  0.01
C19 2.74746 2.47210 -0.54306  0.01
H18 -2.94464 3.84438 2.29988  0.00
H19 -1.40120 4.23960 3.04643  0.00
N4 -0.52649 -1.81091 1.77036  0.01
H20 4.19831 -0.45436 -2.60947  0.00
C20 3.95244 3.12097 -0.84474  0.00
C21 -1.20236 0.13129 2.82206  0.03
C22 0.09967 -4.57039 1.47176  0.00
H21 -0.41792 -4.25647 2.36802  0.00
C23 5.06406 2.98097 -0.04534  0.01
H22 -1.83551 1.84348 3.88837  0.00
H23 1.38405 -7.32658 -0.00950  0.00
H24 3.22781 -1.89501 -2.30724  0.00
H25 2.25697 0.77449 -3.47366  0.00



The following is a quantum chemistry calculation of a molecular structure, C31H30N11PdS2 at a distorted geometry, from the OMol25 dataset.

Output
Frontier orbital gap   5.45 eV
LUMO energy   1.8 eV
Energy relative to the best compared isomer or geometry (same formula, charge and spin)   126.3 kJ/mol
Max |F|   1.6 eV/A
Charge   -1
2S+1   1
Electronic energy   -74175.205 eV

Each line ends with the Löwdin charge.
Geometry (Å):
N1 6.25878 -2.46291 0.23124  0.07
H1 5.04080 4.71913 1.57330  0.10
C1 -5.21881 2.23002 -2.98474  -0.06
C2 2.93757 -0.93025 -0.58743  -0.33
C3 0.35143 1.27095 2.26902  -1.02
C4 -0.95353 3.05000 -1.11059  -0.27
S1 0.16664 -0.32008 2.87047  0.55
H2 -6.82996 3.62442 -3.12869  0.09
C5 7.75246 -0.35694 -2.28475  -0.02
H3 -4.24719 0.63200 -0.15806  0.10
H4 -4.95198 2.31290 -4.03367  0.10
C6 0.94492 4.51777 -0.75725  -0.09
N2 1.64666 1.79585 2.12183  0.01
N3 -2.93028 -0.49088 -2.05229  0.00
C7 -5.88838 2.01790 -0.30734  -0.11
C8 2.17437 3.05949 2.33243  -0.25
C9 4.93980 -1.93443 -1.72834  -0.07
H5 2.84262 2.14216 -1.40334  0.09
C10 3.39813 5.56245 2.66711  -0.13
H6 -6.14742 1.94509 0.74246  0.09
N4 4.02356 -0.87134 -1.41732  -0.03
C11 -6.62400 2.86131 -1.13302  -0.14
C12 0.24468 5.57800 -1.31653  -0.11
C13 -4.82588 1.28245 -0.79981  -0.04
N5 -1.64601 1.84670 -0.98342  0.04
H7 4.47167 -2.88458 -1.48578  0.13
C14 1.52993 4.07762 3.04577  -0.03
C15 4.05211 4.54723 1.98189  -0.11
H8 -3.30982 0.69089 -3.66177  0.12
N6 2.36202 0.25106 -0.51037  0.09
H9 -1.57680 1.75115 2.45205  0.07
H10 -7.45973 3.42832 -0.74180  0.08
N7 -0.67952 2.20326 2.41349  0.05
H11 0.70062 6.55759 -1.39002  0.09
C16 8.08977 -1.37481 -0.08692  -0.23
N8 -1.01746 0.76053 -1.27747  -0.14
H12 -2.66677 3.96322 -2.00533  0.10
N9 -3.42057 0.68229 -2.66197  -0.04
C17 2.51046 -2.17224 0.10693  -0.03
H13 3.86476 6.53183 2.78855  0.09
H14 3.96378 2.52631 1.26939  0.10
H15 9.39071 0.82289 -2.94667  0.10
C18 7.30354 -1.14381 -1.22590  -0.17
C19 9.35826 -0.80599 0.03322  -0.02
C20 3.11153 1.10515 -1.28686  -0.12
S2 -1.06832 -1.73603 -0.64535  0.51
C21 9.79703 -0.02028 -1.00899  -0.09
C22 9.00749 0.19856 -2.15016  -0.09
H16 5.18175 -1.90058 -2.78951  0.14
H17 2.30573 1.08072 1.86904  0.09
H18 -0.65188 2.96302 1.74421  0.07
H19 -1.61363 6.19230 -2.20253  0.09
H20 1.95395 4.66441 -0.38682  0.09
H21 9.96171 -0.98216 0.91310  0.11
N10 6.16852 -1.85410 -0.97471  -0.05
N11 7.38516 -2.19332 0.76200  0.07
H22 10.77391 0.44303 -0.95937  0.10
C23 -1.05583 5.37382 -1.76288  -0.10
H23 7.15410 -0.18661 -3.17042  0.10
C24 4.13937 0.43151 -1.86066  -0.06
C25 3.45235 3.31329 1.81364  -0.05
H24 1.63020 6.08528 3.75883  0.10
Pd1 -0.06922 0.25017 0.50322  0.39
C26 0.35270 3.26973 -0.65141  -0.07
H25 1.65021 -1.93504 0.72384  0.01
C27 -1.81406 -0.38062 -1.39881  -0.93
H26 4.92799 0.74494 -2.52385  0.10
H27 3.31348 -2.57807 0.72674  0.08
C28 -6.27284 2.96388 -2.47402  -0.13
H28 2.19801 -2.93324 -0.61213  0.08
C29 -1.65488 4.13102 -1.65630  -0.02
H29 0.87371 2.43396 -0.20068  0.05
C30 -4.47883 1.36828 -2.15621  -0.30
H30 0.56557 3.89126 3.49076  0.09
C31 2.14205 5.31160 3.19945  -0.10



The following is a quantum chemistry calculation of 2 unconnected molecules or ions with the total composition C2H7N3O2 at a distorted geometry, from the OMol25 dataset.

Output
Frontier orbital gap   8.52 eV
LUMO energy   0.4 eV
Energy relative to the best compared isomer or geometry (same formula, charge and spin)   841.3 kJ/mol
Max |F|   5.5 eV/A
2S+1   1
Electronic energy   -10745.356 eV

Each line ends with the Löwdin charge.
Geometry (Å):
H1 1.25930 2.78687 -0.30731  0.11
H2 0.68645 1.55991 -1.71394  0.15
H3 2.70537 1.67897 -1.21432  0.11
H4 2.14725 0.26879 0.65838  0.17
H5 -1.78042 -1.44189 0.52805  0.29
N1 -0.67262 -0.83040 -0.56782  -0.04
H6 -1.09322 1.11599 1.56973  0.16
H7 1.09180 -0.71797 -1.38252  0.10
O1 0.17123 -1.18419 -1.55609  -0.12
C1 1.58626 1.71235 -0.78266  -0.14
O2 -1.93964 -0.51595 1.50750  -0.20
C2 -0.02680 0.04949 0.26805  -0.34
N2 1.37029 0.38200 -0.10879  -0.11
N3 -0.72996 0.13117 1.43922  -0.12